Record 1
Computed, not measured: a molecular structure, C16H38AsIrN6O5Si2, with ωB97M-V with the def2-TZVPD basis set.

ORCA input file:
```
! RIJCOSX wB97M-V def2-TZVPD def2/J DEFGRID3
* xyz 1 2
Ir -0.45 0.66 -0.61
N -0.73 2.61 -1.33
C -1.68 3.32 -0.41
C -2.46 2.38 0.50
O -3.45 2.76 1.11
N -1.91 1.16 0.56
C -2.49 0.09 1.33
C -1.84 -1.23 0.96
O -2.31 -2.28 1.40
O -0.77 -1.20 0.18
H 0.10 3.18 -1.48
H -1.19 2.51 -2.24
H -2.37 3.95 -0.96
H -1.09 3.96 0.25
H -3.57 0.02 1.15
H -2.37 0.24 2.41
N 0.77 -0.23 -2.19
C -0.04 -0.64 -3.38
C 0.38 -2.04 -3.89
C 0.24 -3.19 -2.89
C -0.99 -4.07 -3.04
N -2.16 -3.36 -2.59
C -2.30 -3.08 -1.31
N -3.09 -2.07 -0.95
N -1.69 -3.81 -0.39
C -1.56 -0.52 -3.10
O -2.33 -1.03 -3.91
O -1.93 0.09 -2.03
H 1.56 0.35 -2.46
H 1.17 -1.06 -1.76
H 0.14 0.08 -4.19
H 1.43 -1.98 -4.19
H -0.20 -2.22 -4.80
H 0.24 -2.83 -1.86
H 1.12 -3.83 -2.99
H -0.87 -4.99 -2.47
H -1.16 -4.38 -4.07
H -2.60 -2.73 -3.24
H -3.26 -1.32 -1.60
H -3.22 -1.89 0.04
H -1.11 -4.58 -0.69
H -1.43 -3.34 0.48
C 2.16 -2.21 1.38
Si 1.79 -0.66 2.35
C 3.28 -0.16 3.36
C 0.33 -0.87 3.49
As 1.44 1.06 0.74
Si 1.77 3.25 1.61
C 1.75 4.49 0.19
C 3.48 3.33 2.35
C 0.45 3.58 2.88
H 2.38 -3.03 2.07
H 3.03 -2.07 0.74
H 1.30 -2.50 0.76
H 3.59 -1.02 3.96
H 3.04 0.65 4.05
H 4.13 0.14 2.75
H 0.69 -1.39 4.38
H -0.47 -1.47 3.06
H -0.08 0.09 3.82
H 2.38 4.13 -0.63
H 2.22 5.40 0.56
H 0.78 4.77 -0.19
H 4.24 3.12 1.59
H 3.62 2.65 3.18
H 3.65 4.35 2.72
H -0.57 3.45 2.50
H 0.55 4.59 3.27
H 0.56 2.89 3.73
*
```

As for the expectation value of S²: 0.76. The value obtained for the energy above the lowest of the compared OMol25 structures with the same formula, charge and spin is 0.00 kJ/mol.



Record 2
Computed, not measured: 2 unconnected molecules or ions with the total composition C7H7FN2O, with ωB97M-V with the def2-TZVPD basis set.

ORCA input file:
```
! RIJCOSX wB97M-V def2-TZVPD def2/J DEFGRID3
* xyz 0 3
C 1.52 1.61 1.71
C 1.36 0.21 1.92
C 0.64 2.28 0.84
C 0.28 -0.47 1.33
C -0.40 1.57 0.31
C -0.58 0.19 0.42
C -1.51 -0.40 -0.33
N -0.91 -1.78 -2.75
N 0.08 -1.48 -2.03
O -2.47 -0.79 -0.84
F 0.50 -2.61 -1.02
H 2.24 2.24 2.24
H 2.03 -0.38 2.40
H 0.61 3.32 0.62
H 0.27 -1.55 1.31
H -0.91 2.18 -0.48
H -0.96 -2.58 -3.41
H -1.80 -1.58 -2.23
*
```

As for the expectation value of S²: 2.05. The value obtained for the energy above the lowest of the compared OMol25 structures with the same formula, charge and spin is 0.00 kJ/mol.



Record 3
Computed, not measured: a molecular structure, C33H91O33P7, with ωB97M-V with the def2-TZVPD basis set.

ORCA input file:
```
! RIJCOSX wB97M-V def2-TZVPD def2/J DEFGRID3
* xyz 0 1
C -1.01 -2.14 -1.43
O -0.77 -1.54 -0.25
P -0.04 -0.07 -0.32
O 1.29 0.04 -1.01
O -1.07 0.91 -0.98
C -0.79 2.30 -1.04
O -0.02 0.31 1.29
C 1.30 0.26 1.99
H -1.88 -2.80 -1.41
H -0.15 -2.79 -1.54
H -1.01 -1.57 -2.36
H -0.09 2.61 -0.27
H -1.71 2.87 -0.94
H -0.38 2.58 -2.01
H 1.60 1.18 2.50
H 2.08 -0.17 1.36
H 1.31 -0.44 2.83
C -2.20 -6.88 -0.32
O -0.94 -6.20 -0.22
P -0.62 -4.86 -1.03
O -0.64 -3.64 -0.15
O -1.53 -4.79 -2.40
C -1.47 -5.90 -3.27
O 0.85 -5.00 -1.68
C 1.51 -3.82 -2.30
H -2.98 -6.42 -0.92
H -2.59 -7.02 0.69
H -1.92 -7.89 -0.63
H -1.11 -5.56 -4.24
H -2.50 -6.23 -3.41
H -1.01 -6.76 -2.78
H 1.66 -3.91 -3.38
H 2.49 -3.64 -1.86
H 1.00 -2.87 -2.14
C 2.77 1.10 0.18
O 3.85 1.73 -0.49
P 4.51 1.08 -1.81
O 3.67 0.61 -2.94
O 5.37 -0.10 -1.10
C 6.00 -1.00 -1.95
O 5.65 2.28 -2.14
C 5.25 3.58 -2.48
H 3.09 0.92 1.21
H 2.61 0.26 -0.49
H 1.89 1.73 0.37
H 5.53 -1.97 -1.79
H 7.02 -0.97 -1.57
H 5.94 -0.72 -3.00
H 5.57 3.71 -3.52
H 5.75 4.25 -1.78
H 4.17 3.75 -2.44
C -2.97 -1.42 0.69
O -3.97 -1.61 -0.36
P -4.80 -0.37 -1.03
O -5.59 -0.80 -2.21
O -5.58 0.37 0.13
C -6.90 0.08 0.36
O -3.56 0.65 -1.38
C -2.84 0.62 -2.63
H -3.04 -0.42 1.11
H -1.95 -1.41 0.30
H -3.13 -2.06 1.56
H -7.36 -0.60 -0.35
H -7.34 1.08 0.37
H -6.95 -0.32 1.37
H -3.47 1.23 -3.28
H -2.71 -0.33 -3.16
H -1.89 1.09 -2.38
C 0.15 4.14 2.34
O -1.27 4.34 2.66
P -2.33 3.45 1.79
O -1.98 3.42 0.34
O -2.29 2.00 2.52
C -2.57 0.80 1.81
O -3.70 4.30 2.19
C -4.83 3.95 1.39
H 0.75 4.15 3.25
H 0.63 5.01 1.89
H 0.29 3.31 1.65
H -1.73 0.10 1.87
H -2.96 0.91 0.80
H -3.34 0.21 2.31
H -5.63 3.43 1.93
H -4.60 3.30 0.55
H -5.33 4.77 0.87
C 1.49 1.34 -3.22
O 0.87 2.61 -3.17
P 1.73 3.88 -2.70
O 3.01 3.54 -1.98
O 1.80 4.79 -4.04
C 0.66 5.39 -4.70
O 0.63 4.68 -1.77
C 0.72 4.54 -0.36
H 0.79 0.66 -2.73
H 2.43 1.22 -2.68
H 1.58 1.12 -4.28
H 0.60 4.95 -5.69
H 0.70 6.47 -4.77
H -0.21 4.98 -4.18
H 0.86 5.44 0.23
H 1.26 3.71 0.09
H -0.29 4.34 0.00
C -0.42 -0.16 5.02
O -0.49 -1.22 4.11
P -1.95 -1.74 3.51
O -2.95 -0.76 2.93
O -1.56 -2.91 2.54
C -0.77 -2.80 1.32
O -2.44 -2.51 4.85
C -3.62 -2.09 5.45
H 0.18 0.55 4.46
H 0.06 -0.43 5.96
H -1.36 0.37 5.15
H -0.70 -3.82 0.92
H 0.14 -2.34 1.69
H -1.24 -2.13 0.60
H -4.37 -1.43 5.03
H -3.46 -1.71 6.46
H -4.08 -3.07 5.56
C 1.01 -1.77 -3.35
O -0.44 -1.56 -3.64
C -0.68 -0.19 -3.75
C -1.87 0.28 -4.67
O -2.23 1.64 -4.77
C -1.51 2.27 -5.84
H 1.67 -1.34 -4.09
H 1.26 -2.81 -3.11
H 1.19 -1.24 -2.42
H 0.17 0.18 -4.31
H -0.70 0.44 -2.86
H -2.66 -0.25 -4.13
H -1.75 -0.19 -5.65
H -0.47 2.20 -5.51
H -1.71 3.34 -5.75
H -1.69 1.84 -6.82
C 3.14 -1.50 4.98
O 3.14 -0.23 4.34
C 1.85 0.34 4.35
C 2.06 1.76 3.79
O 0.76 2.39 3.53
C 0.11 2.98 4.62
H 4.09 -2.00 4.81
H 2.33 -2.13 4.60
H 2.92 -1.41 6.04
H 1.37 0.48 5.32
H 1.21 -0.23 3.68
H 2.69 1.74 2.90
H 2.61 2.17 4.63
H -0.79 3.55 4.39
H 0.72 3.76 5.09
H -0.18 2.19 5.31
C 3.52 -2.85 2.27
C 2.28 -2.74 1.49
C 2.92 -2.21 0.25
O 3.99 -1.40 0.60
C 4.24 -1.56 1.98
H 4.10 -3.74 2.03
H 3.36 -2.93 3.34
H 1.58 -1.98 1.81
H 1.61 -3.60 1.42
H 2.27 -1.67 -0.45
H 3.26 -3.09 -0.30
H 3.79 -0.70 2.47
H 5.32 -1.49 1.87
*
```



Record 4
Computed, not measured: 2 unconnected molecules or ions with the total composition C11H16F2OSi, with ωB97M-V with the def2-TZVPD basis set.

ORCA input file:
```
! RIJCOSX wB97M-V def2-TZVPD def2/J DEFGRID3
* xyz 0 1
C -1.53 -0.37 0.21
C -1.15 -0.93 1.28
C 0.12 1.45 -2.76
C 0.76 0.54 -1.99
C -1.90 0.07 -0.97
C 0.75 2.35 -4.92
C 0.66 -2.85 2.56
C 0.96 0.02 3.49
C -1.91 -1.51 4.18
C -0.03 1.34 -4.23
C 0.76 0.68 -0.64
O -2.00 0.63 -2.01
F 1.27 -0.19 0.32
F 0.47 1.78 0.00
Si -0.40 -1.31 2.93
H 0.07 2.43 -2.17
H 1.00 -0.45 -2.25
H 1.21 1.89 -5.76
H 1.50 2.86 -4.36
H 0.09 3.11 -5.35
H 1.26 -2.74 1.57
H 1.30 -3.27 3.36
H -0.06 -3.66 2.37
H 1.18 0.69 2.65
H 0.67 0.66 4.35
H 1.90 -0.48 3.88
H -2.40 -0.50 4.26
H -2.55 -2.13 3.75
H -1.47 -1.67 5.13
H -1.02 1.22 -4.41
H 0.48 0.35 -4.44
*
```

The value obtained for the energy above the lowest of the compared OMol25 structures with the same formula, charge and spin is 269.08 kJ/mol.



Number 1: calculated total energy -115819.2494 eV, maximum force 2.04 eV/Å. Number 2: calculated total energy -15110.8834 eV, maximum force 4.12 eV/Å. Number 3: calculated total energy -168243.4419 eV, maximum force 17.00 eV/Å. Number 4: calculated total energy -27020.1034 eV, maximum force 6.13 eV/Å.